# 1
Here is an isolated ion of composition C4H5O2 and charge -1 at a distorted geometry from OMol25. Energies are from the ωB97M-V functional and the def2-TZVPD basis.

Cartesian coordinates (Å):
C1 -0.97 -1.42 0.66
C2 0.09 1.53 -0.59
C3 0.91 0.54 0.22
C4 0.28 -0.80 -0.08
O1 -1.72 -0.59 1.20
O2 -1.01 -2.63 0.55
H1 -0.85 1.54 -0.21
H2 0.16 1.80 -1.59
H3 1.92 0.37 -0.14
H4 0.88 0.73 1.21
H5 0.32 -1.10 -1.24

Charge: -1
Relative energy (zero: lowest compared OMol25 entry of this formula, charge and spin), kcal/mol: 3.9
<S²>: 2.0094
LUMO (spin up / spin down), eV: 4.42 / 3.57
Spin multiplicity: 3

Charges obtained by natural (NBO) population analysis, quoted in units of e: 0.712, -0.295, -0.551, -0.197, -0.771, -0.755, 0.168, 0.146, 0.193, 0.213, 0.138


# 2
Here is a 2-piece molecular cluster, C4H14N2O overall at a distorted geometry from OMol25. Energies are from the ωB97M-V functional and the def2-TZVPD basis.

Cartesian coordinates (Å):
N1 0.00 -0.89 -1.75
C1 -0.49 0.44 -1.43
C2 -1.95 0.80 -1.80
C3 -0.51 0.57 0.23
N2 0.84 0.23 0.75
C4 0.75 0.39 2.23
H1 0.59 -1.17 -0.96
H2 -0.74 -1.57 -1.76
H3 0.20 1.19 -1.84
H4 -2.21 0.22 -2.74
H5 -2.58 0.52 -0.93
H6 -2.17 1.86 -1.94
H7 -0.76 1.58 0.52
H8 -1.22 -0.05 0.74
H9 1.55 0.86 0.42
H10 0.21 -0.27 2.85
H11 0.33 1.35 2.39
H12 1.78 0.60 2.54
H13 2.85 -2.52 1.10
H14 1.51 -1.62 0.74
O1 2.00 -2.51 0.66

Charge: +1
Relative energy (zero: lowest compared OMol25 entry of this formula, charge and spin), kcal/mol: 42.5
<S²>: 0.7554
LUMO (spin up / spin down), eV: -2.89 / -8.82
Spin multiplicity: 2

Charges obtained by natural (NBO) population analysis, quoted in units of e: -0.317, -0.095, -0.643, -0.172, -0.661, -0.435, 0.428, 0.400, 0.273, 0.250, 0.233, 0.265, 0.237, 0.225, 0.384, 0.233, 0.184, 0.233, 0.492, 0.474, -0.987


# 3
Here is a 8-piece molecular cluster, C5H26N2O7 overall at a distorted geometry from OMol25. Energies are from the ωB97M-V functional and the def2-TZVPD basis.

Cartesian coordinates (Å):
C1 0.32 -1.24 2.80
N1 0.74 -0.60 1.60
C2 -0.01 -0.82 0.37
C3 0.34 -0.26 -0.73
C4 -0.39 -0.04 -2.03
C5 -1.84 -0.51 -2.13
N2 -2.10 -2.01 -2.19
H1 -0.61 -0.90 3.25
H2 0.14 -2.47 2.77
H3 1.17 -1.13 3.42
H4 1.13 0.38 1.65
H5 -0.90 -1.50 0.43
H6 1.36 0.33 -0.79
H7 0.10 -0.38 -2.91
H8 -0.27 0.99 -2.35
H9 -2.48 -0.21 -1.40
H10 -2.39 -0.42 -3.10
H11 -2.10 -2.31 -1.29
H12 -1.29 -2.51 -2.64
O1 -1.10 -3.53 0.77
H13 -0.42 -4.15 0.46
H14 -1.91 -3.73 0.26
O2 -1.36 3.54 -0.76
H15 -1.46 3.60 0.17
H16 -2.28 3.35 -1.03
O3 1.18 2.83 -0.04
H17 0.69 2.09 -0.45
H18 0.89 3.39 -0.84
O4 -2.42 2.19 1.77
H19 -2.89 1.76 2.58
H20 -1.49 2.17 2.14
O5 2.65 -2.04 -1.79
H21 2.59 -1.55 -2.57
H22 1.88 -1.79 -1.45
O6 3.84 0.29 -1.04
H23 3.80 -0.63 -0.61
H24 3.18 0.94 -0.73
O7 0.85 2.38 2.79
H25 1.60 2.77 2.25
H26 1.23 1.73 3.40

Relative energy (zero: lowest compared OMol25 entry of this formula, charge and spin), kcal/mol: 105.8
LUMO, eV: 0.31
SMILES: CN/C=C/CCN.O.O.O.O.O.O.O

Charges obtained by natural (NBO) population analysis, quoted in units of e: -0.405, -0.658, 0.008, -0.341, -0.459, -0.236, -0.823, 0.168, 0.204, 0.198, 0.401, 0.222, 0.185, 0.206, 0.222, 0.191, 0.215, 0.324, 0.345, -0.948, 0.485, 0.477, -0.959, 0.485, 0.476, -0.969, 0.480, 0.490, -0.967, 0.474, 0.493, -0.921, 0.464, 0.462, -0.983, 0.506, 0.478, -0.969, 0.506, 0.473


# 4
Here is C25H42Cl3N4O3SiSn as an isolated structure at a distorted geometry from OMol25. Energies are from the ωB97M-V functional and the def2-TZVPD basis.

Cartesian coordinates (Å):
C1 -1.60 -2.20 -4.33
C2 -1.16 -3.03 -3.16
H1 -1.89 -2.84 -5.17
H2 -0.80 -1.51 -4.65
H3 -2.46 -1.58 -4.04
C3 -0.65 -4.27 -3.30
C4 -0.36 -4.91 -4.62
H4 -0.38 -4.86 -2.42
H5 0.09 -4.22 -5.34
H6 -1.25 -5.36 -5.10
H7 0.35 -5.73 -4.46
Sn1 0.30 1.13 -0.03
Cl1 -2.17 1.27 -0.34
Cl2 1.51 3.08 -0.79
H8 1.27 4.84 3.31
H9 -1.17 6.26 2.42
C5 1.27 4.63 2.23
C6 -0.80 5.84 1.47
N1 -0.10 4.59 1.71
H10 1.75 3.67 2.03
C7 -0.72 3.42 1.56
O1 -0.10 2.32 1.76
H11 -1.64 5.67 0.80
H12 -1.77 3.42 1.25
H13 1.82 5.43 1.73
H14 -0.11 6.57 1.02
H15 1.88 -0.93 -3.76
H16 2.61 -3.61 -2.62
C8 2.84 -0.73 -3.26
C9 3.45 -2.96 -2.34
N2 3.00 -1.59 -2.10
H17 2.90 0.32 -2.96
C10 2.69 -1.17 -0.86
O2 2.36 0.02 -0.60
H18 3.93 -3.35 -1.44
H19 2.78 -1.96 -0.10
H20 3.65 -0.98 -3.96
H21 4.16 -2.94 -3.17
O3 0.02 -1.58 -2.21
C11 -1.10 -2.24 -1.85
C12 0.19 -3.71 -0.23
C13 -0.96 -2.98 -0.52
H22 1.02 -3.69 -0.94
C14 0.26 -4.47 0.94
H23 -2.03 -1.62 -1.82
C15 -2.01 -2.94 0.41
H24 1.16 -5.05 1.16
C16 -0.82 -4.49 1.84
C17 -1.94 -3.71 1.58
H25 -2.89 -2.34 0.18
H26 -0.77 -5.07 2.76
H27 -2.78 -3.69 2.28
Si1 -0.38 2.91 -3.70
Cl3 -0.04 0.91 -2.68
C18 1.33 3.55 -4.11
C19 -1.31 3.95 -2.49
C20 -1.37 2.65 -5.28
H28 2.10 2.77 -4.04
H29 1.62 4.39 -3.47
H30 1.30 3.92 -5.14
H31 -0.76 2.18 -6.07
H32 -1.72 3.60 -5.71
H33 -2.26 2.04 -5.11
H34 -1.70 3.35 -1.65
H35 -2.17 4.38 -3.02
H36 -0.71 4.78 -2.09
N3 -0.22 -2.14 5.45
C21 -0.21 -1.63 4.19
C22 0.91 -1.84 3.34
C23 0.94 -1.21 2.11
N4 -0.06 -0.40 1.67
C24 -1.17 -0.30 2.44
C25 -1.27 -0.84 3.70
H37 0.57 -2.64 5.82
H38 -0.97 -1.92 6.09
H39 1.74 -2.47 3.64
H40 1.82 -1.30 1.47
H41 -1.98 0.28 2.01
H42 -2.16 -0.67 4.29

Charge: -1
Relative energy (zero: lowest compared OMol25 entry of this formula, charge and spin), kcal/mol: 28.0
LUMO, eV: 2.54

Charges obtained by Mulliken population analysis, quoted in units of e: -1.597, 0.547, 0.461, 0.090, 0.301, 0.230, -1.726, 0.404, 0.342, 0.348, 0.404, 0.509, -0.591, -0.523, 0.336, 0.317, -0.911, -0.959, 0.413, 0.203, -0.258, -0.642, 0.315, 0.654, 0.316, 0.302, 0.062, 0.156, -0.899, -0.848, 0.432, 0.255, 0.000, -0.623, 0.313, 0.301, 0.471, 0.343, -0.286, -0.309, 0.564, 0.152, 0.433, -1.161, 0.088, -0.343, 0.362, -0.481, -0.660, 0.360, 0.378, 0.356, 0.325, 0.061, -0.942, -0.746, -1.110, 0.213, 0.272, 0.375, 0.257, 0.355, 0.267, 0.083, 0.436, 0.235, -0.514, 1.157, -0.830, -0.191, 0.519, -0.285, -1.121, 0.184, 0.176, 0.274, 0.025, 0.472, 0.353


The lowest relative energy (zero: lowest compared OMol25 entry of this formula, charge and spin) belongs to which entry? C4H5O2